{
  "formula": "C2H5N3O2",
  "method": "ωB97M-V/def2-TZVPD",
  "e_lumo_ev": [0.15, -0.23],
  "total_charge": 0,
  "e_homo_ev": [-8.78, -7.00],
  "gap_ev": [8.9, 6.8],
  "symbols": ["C", "C", "N", "N", "N", "O", "O", "H", "H", "H", "H", "H"],
  "positions_angstrom": [[0.077, 0.913, -0.192], [-0.325, -0.502, -0.164], [-0.635, 1.935, -0.347], [1.887, -0.456, 0.235], [-1.581, -0.883, -0.437], [1.484, 0.874, -0.174], [0.730, -1.317, -0.320], [-0.121, -0.516, 2.119], [-0.395, 2.894, -0.141], [2.744, -0.823, -0.313], [-2.266, -0.211, 0.045], [-1.599, -1.907, -0.311]],
  "nbo_charge": [0.46, 0.44, -0.73, -0.01, -0.79, -0.37, -0.39, -0.22, 0.39, 0.37, 0.44, 0.41]
}



{
  "formula": "C6H13N2",
  "method": "ωB97M-V/def2-TZVPD",
  "spin_multiplicity": 3,
  "e_lumo_ev": [-3.52, -7.54],
  "total_charge": 1,
  "e_homo_ev": [-10.62, -15.63],
  "gap_ev": [7.1, 8.1],
  "symbols": ["C", "C", "C", "C", "C", "C", "N", "N", "H", "H", "H", "H", "H", "H", "H", "H", "H", "H", "H", "H", "H"],
  "positions_angstrom": [[0.737, -2.225, -0.549], [0.398, 0.164, 0.164], [-1.940, -0.337, 1.188], [-1.657, 0.716, -1.263], [2.745, 0.701, 0.241], [-1.134, 0.574, 0.189], [0.642, -0.970, -0.507], [1.306, 0.968, 0.467], [1.055, -2.631, -1.526], [0.465, -2.904, 0.312], [-3.073, 0.036, 1.333], [-1.561, -0.379, 2.180], [-2.108, -1.274, 0.706], [-1.733, -0.266, -1.617], [-2.528, 1.290, -1.345], [-0.888, 1.242, -1.824], [3.042, 0.993, -0.686], [2.836, -0.407, 0.176], [3.261, 1.151, 1.028], [-1.006, 1.578, 0.612], [1.140, 1.979, 0.719]],
  "mulliken_spin": [0.63, 0.02, 0.00, -0.02, -0.02, 0.05, 0.87, 0.24, 0.09, 0.09, 0.00, 0.00, 0.00, 0.01, 0.00, 0.00, 0.01, 0.02, 0.01, 0.00, 0.00]
}



{
  "formula": "C3H7NO2",
  "method": "ωB97M-V/def2-TZVPD",
  "e_lumo_ev": -4.43,
  "total_charge": 0,
  "e_homo_ev": -7.84,
  "gap_ev": 3.4,
  "symbols": ["O", "C", "C", "N", "C", "O", "H", "H", "H", "H", "H", "H", "H"],
  "positions_angstrom": [[-1.828, -1.453, -0.533], [-1.056, -0.917, -1.295], [0.513, 0.794, 1.725], [-0.630, 1.006, 2.359], [0.787, -0.481, 1.211], [0.600, 0.066, -2.926], [-0.495, -1.641, -2.053], [-0.860, 1.957, 2.522], [-0.907, 0.217, -1.403], [1.317, 1.574, 1.642], [0.086, -1.277, 1.444], [1.679, -0.703, 0.665], [0.795, 0.858, -3.359]],
  "nbo_charge": [-0.53, 0.26, -0.06, -0.42, -0.06, -0.93, 0.16, 0.35, 0.18, 0.19, 0.23, 0.22, 0.41]
}



{
  "formula": "C17H23N2Re",
  "method": "ωB97M-V/def2-TZVPD",
  "spin_multiplicity": 2,
  "e_lumo_ev": [-3.75, -3.72],
  "total_charge": 1,
  "e_homo_ev": [-10.76, -10.80],
  "gap_ev": [7.0, 7.1],
  "symbols": ["Re", "N", "C", "C", "C", "C", "C", "C", "C", "C", "C", "C", "C", "C", "H", "H", "H", "H", "H", "H", "H", "H", "H", "H", "N", "H", "H", "H", "C", "C", "C", "C", "C", "H", "H", "H", "H", "H", "H", "H", "H", "H", "H"],
  "positions_angstrom": [[-0.549, -0.245, 0.013], [-1.238, -1.380, -1.879], [-0.254, -2.449, -1.980], [-0.686, -3.767, -1.956], [0.235, -4.796, -2.056], [1.583, -4.496, -2.191], [2.003, -3.177, -2.197], [1.099, -2.119, -2.085], [1.606, -0.718, -2.035], [2.615, -0.329, -2.917], [3.217, 0.913, -2.805], [2.827, 1.774, -1.788], [1.800, 1.410, -0.930], [1.148, 0.172, -1.040], [-2.171, -1.779, -1.894], [-1.160, -0.764, -2.686], [-1.744, -3.988, -1.867], [-0.100, -5.824, -2.035], [2.310, -5.291, -2.281], [3.059, -2.949, -2.262], [2.931, -1.013, -3.696], [3.992, 1.203, -3.501], [3.317, 2.732, -1.667], [1.512, 2.094, -0.138], [-1.339, 1.562, -0.810], [-1.002, 2.311, -0.211], [-2.347, 1.669, -0.884], [-0.920, 1.731, -1.724], [-2.342, -0.679, 2.236], [-1.284, 0.296, 2.766], [-0.763, -0.159, 4.128], [-1.902, 1.698, 2.904], [-0.170, 0.389, 1.733], [-3.234, -0.696, 2.864], [-1.953, -1.697, 2.182], [-2.693, -0.371, 1.228], [-1.586, -0.249, 4.840], [-0.048, 0.562, 4.526], [-0.268, -1.129, 4.060], [-2.712, 1.681, 3.636], [-2.314, 2.047, 1.954], [-1.160, 2.422, 3.245], [0.777, 0.764, 2.135]],
  "mulliken_spin": [1.14, 0.01, 0.00, 0.00, 0.00, 0.00, 0.00, -0.01, 0.07, -0.02, 0.04, -0.02, 0.04, -0.07, 0.00, 0.01, 0.00, 0.00, 0.00, 0.00, 0.00, 0.00, 0.00, 0.00, -0.01, 0.00, 0.00, 0.00, 0.00, 0.01, 0.00, 0.00, -0.22, 0.00, 0.00, 0.01, 0.00, 0.00, 0.00, 0.00, 0.00, 0.00, 0.03]
}



{
  "formula": "CCeNO5S2",
  "method": "ωB97M-V/def2-TZVPD",
  "spin_multiplicity": 2,
  "e_lumo_ev": [-2.65, -1.81],
  "total_charge": 0,
  "e_homo_ev": [-7.46, -8.61],
  "gap_ev": [4.8, 6.8],
  "symbols": ["O", "C", "O", "Ce", "N", "S", "O", "S", "O", "O"],
  "positions_angstrom": [[-0.127, 2.358, 1.327], [-0.067, 1.364, 2.147], [0.034, 1.413, 3.366], [-0.400, 1.110, -0.630], [0.296, -1.179, -1.671], [-1.039, -1.077, -2.652], [-1.530, 0.396, -2.254], [0.751, -2.395, -0.742], [-0.049, 0.094, 1.359], [2.132, -2.085, -0.251]],
  "mulliken_spin": [0.00, 0.00, 0.00, 0.32, -0.01, -0.02, -0.01, 0.48, 0.00, 0.25]
}



{
  "formula": "C33H26BrF5KN8S4",
  "method": "ωB97M-V/def2-TZVPD",
  "e_lumo_ev": 1.10,
  "total_charge": -1,
  "e_homo_ev": -3.44,
  "gap_ev": 4.5,
  "symbols": ["K", "S", "C", "C", "C", "C", "N", "C", "C", "C", "S", "C", "N", "H", "H", "Br", "C", "C", "C", "C", "C", "C", "N", "C", "C", "C", "C", "C", "C", "N", "H", "H", "H", "H", "H", "H", "H", "H", "H", "N", "C", "C", "N", "H", "H", "H", "H", "H", "H", "H", "H", "H", "F", "C", "C", "F", "C", "F", "C", "S", "C", "F", "C", "F", "S", "C", "C", "N", "C", "H", "H", "H", "C", "C", "N", "H", "H", "H"],
  "positions_angstrom": [[-0.422, 0.277, 0.259], [-2.434, 0.706, -1.954], [-1.938, 0.156, -3.513], [-2.143, 0.979, -4.628], [-1.693, 0.640, -5.901], [-1.898, 1.533, -6.991], [-2.059, 2.268, -7.864], [-1.017, -0.582, -6.087], [-0.848, -1.434, -4.998], [-1.302, -1.115, -3.711], [-1.038, -2.231, -2.416], [-0.501, -0.951, -7.360], [-0.054, -1.265, -8.376], [-2.658, 1.918, -4.483], [-0.345, -2.381, -5.144], [7.976, -0.392, -0.056], [6.133, -0.813, 0.188], [5.240, 0.186, 0.542], [3.902, -0.124, 0.683], [3.429, -1.430, 0.485], [4.363, -2.425, 0.165], [5.704, -2.118, 0.007], [2.057, -1.647, 0.571], [1.604, -2.739, 1.039], [0.193, -3.077, 1.118], [-0.166, -4.361, 1.539], [-1.503, -4.689, 1.637], [-2.446, -3.727, 1.311], [-1.998, -2.481, 0.890], [-0.721, -2.154, 0.802], [5.585, 1.200, 0.698], [3.193, 0.637, 0.993], [4.031, -3.444, 0.006], [6.415, -2.888, -0.262], [2.287, -3.492, 1.451], [0.605, -5.087, 1.768], [-1.810, -5.677, 1.956], [-3.504, -3.938, 1.368], [-2.705, -1.710, 0.595], [4.289, -0.618, -3.446], [2.937, -0.934, -3.935], [1.893, -0.593, -2.852], [2.257, 0.691, -2.186], [4.965, -0.582, -4.197], [4.601, -1.322, -2.783], [3.283, 0.768, -2.365], [2.818, -1.984, -4.206], [2.749, -0.340, -4.831], [1.857, -1.374, -2.100], [0.904, -0.518, -3.287], [1.762, 1.505, -2.550], [2.107, 0.722, -1.168], [0.150, 8.417, -0.481], [0.449, 7.115, -0.378], [0.179, 6.423, 0.788], [-0.395, 7.064, 1.817], [0.505, 5.087, 0.893], [0.221, 4.464, 2.044], [1.124, 4.372, -0.142], [1.613, 2.742, 0.040], [1.355, 5.107, -1.314], [1.917, 4.496, -2.363], [1.037, 6.443, -1.435], [1.300, 7.109, -2.567], [-4.615, 2.105, 2.521], [-3.477, 1.934, 3.794], [-2.328, 1.392, 3.314], [-2.334, 1.111, 1.975], [-3.461, 1.430, 1.430], [-3.709, 2.241, 4.800], [-1.443, 1.182, 3.895], [-3.691, 1.303, 0.376], [1.753, 1.132, 4.979], [1.336, 0.740, 3.645], [1.020, 0.436, 2.585], [2.822, 0.962, 5.096], [1.213, 0.547, 5.721], [1.543, 2.190, 5.132]],
  "lowdin_charge": [0.38, 0.43, -0.77, -0.09, -0.22, -0.21, 0.13, -0.23, -0.11, -0.81, 0.46, -0.21, 0.13, 0.10, 0.10, 0.71, -0.69, -0.11, -0.04, -0.28, -0.03, -0.14, 0.11, -0.08, -0.27, -0.02, -0.06, -0.03, -0.15, 0.00, 0.11, 0.05, 0.11, 0.10, 0.13, 0.11, 0.10, 0.11, 0.11, 0.00, -0.22, -0.16, 0.16, 0.08, 0.07, 0.13, 0.12, 0.12, 0.08, 0.07, 0.13, 0.01, 0.10, -0.15, -0.16, 0.10, -0.25, 0.06, -0.60, 0.59, -0.25, 0.06, -0.15, 0.11, 1.00, -0.41, -0.25, -0.08, -0.47, 0.06, 0.09, 0.02, -0.05, -0.24, 0.14, 0.08, 0.08, 0.09]
}



> Number 3 is which compound?

C3H7NO2